1.
14
Properties=species:S:1:pos:R:3:mulliken_charge:R:1 method="wB97M-V/def2-TZVPD" e_homo_ev=-8.94 orbital_gap_ha=0.355 largest_force_ev_per_a=0.49 lumo_ev=0.709
N 0.811 1.046 1.865 -0.36
C -0.375 1.339 1.256 0.37
O -1.392 1.639 1.849 -0.60
C -0.316 1.279 -0.279 0.00
C 0.434 0.016 -0.621 -0.54
C -0.037 -2.126 -1.406 -0.59
O -0.398 -0.745 -1.274 -0.11
H 0.787 0.919 2.866 0.25
H 1.502 0.541 1.323 0.29
H 0.235 2.163 -0.620 0.27
H -1.340 1.300 -0.664 0.20
H 0.760 -2.350 -0.695 0.35
H -0.947 -2.682 -1.171 0.23
H 0.276 -2.339 -2.429 0.23

=====

2.
14
Properties=species:S:1:pos:R:3:mulliken_charge:R:1 method="wB97M-V/def2-TZVPD" e_homo_ev=-10.03 orbital_gap_ha=0.399 largest_force_ev_per_a=0.36 lumo_ev=0.822 smiles="NC(=O)C[C@H]1CO1"
N 1.973 -1.614 -0.223 -0.37
C 0.914 -0.857 -0.621 0.48
O 0.812 -0.419 -1.753 -0.61
C -0.143 -0.566 0.438 -0.49
C -0.279 0.927 0.642 0.05
C -1.164 1.720 -0.203 -0.43
O -1.526 1.390 1.134 -0.44
H 2.698 -1.808 -0.896 0.23
H 2.086 -1.941 0.721 0.20
H 0.063 -1.061 1.395 0.26
H -1.097 -0.950 0.060 0.26
H 0.591 1.424 1.078 0.39
H -1.735 1.217 -0.982 0.21
H -0.939 2.771 -0.383 0.27

=====

3.
14
Properties=species:S:1:pos:R:3:mulliken_charge:R:1 method="wB97M-V/def2-TZVPD" e_homo_ev=-9.82 orbital_gap_ha=0.392 largest_force_ev_per_a=2.74 lumo_ev=0.837 smiles="NC(=O)C[C@H]1CO1"
N 0.941 0.381 1.876 -0.33
C 1.283 0.778 0.617 0.45
O 1.952 1.768 0.388 -0.62
C 0.782 -0.147 -0.480 -0.45
C -0.619 -0.687 -0.272 0.13
C -1.710 -0.269 -1.223 -0.54
O -1.075 -1.519 -1.303 -0.40
H 1.250 0.926 2.663 0.23
H 0.387 -0.446 2.029 0.22
H 1.526 -0.953 -0.592 0.26
H 0.801 0.406 -1.425 0.28
H -1.297 -0.427 0.528 0.25
H -1.450 0.570 -1.846 0.24
H -2.772 -0.381 -0.959 0.29

=====

4.
14
Properties=species:S:1:pos:R:3:mulliken_charge:R:1 method="wB97M-V/def2-TZVPD" e_homo_ev=-7.89 orbital_gap_ha=0.320 largest_force_ev_per_a=4.33 lumo_ev=0.815
C 0.815 1.641 1.574 -0.58
O 0.962 0.591 0.586 -0.36
H 0.559 0.795 -0.406 0.43
H -0.238 1.882 1.730 0.27
H 1.340 2.518 1.196 0.29
H 1.280 1.310 2.497 0.23
C -0.634 -0.202 -1.268 0.48
N -0.565 -1.124 -2.263 -0.40
C -0.108 -0.802 0.318 -0.28
C -0.300 -1.716 1.111 -0.43
O -1.270 0.836 -1.372 -0.57
H -1.164 -1.014 -3.069 0.25
H -0.151 -2.026 -2.106 0.23
H -0.526 -2.688 1.471 0.42

=====

5.
14
Properties=species:S:1:pos:R:3:mulliken_charge:R:1 method="wB97M-V/def2-TZVPD" e_homo_ev=-7.14 orbital_gap_ha=0.294 largest_force_ev_per_a=0.71 lumo_ev=0.850
C -1.795 -0.718 -0.220 -1.37
C -0.417 -0.136 -0.382 0.30
C -0.072 1.156 0.251 -0.65
N 1.404 1.071 0.076 0.08
C 1.903 -0.136 0.251 0.35
O 2.959 -0.682 0.348 -0.50
O 0.593 -0.977 0.487 -0.34
H -2.151 -0.600 0.806 0.31
H -1.811 -1.776 -0.501 0.35
H -2.478 -0.178 -0.885 0.37
H 0.012 -0.362 -1.377 0.25
H 0.281 -0.558 1.354 0.48
H -0.470 2.045 -0.240 0.18
H 2.042 1.852 0.031 0.20

=====

6.
14
Properties=species:S:1:pos:R:3:mulliken_charge:R:1 method="wB97M-V/def2-TZVPD" e_homo_ev=-8.38 orbital_gap_ha=0.318 largest_force_ev_per_a=0.71 lumo_ev=0.265
O 0.122 0.895 1.942 -0.53
C 0.002 0.609 0.558 0.29
C 0.680 -0.724 0.239 -0.87
N 0.261 -1.181 -1.090 -0.11
C 0.594 -0.686 -2.256 -0.31
C -1.495 0.577 0.229 -0.05
O -2.156 -0.426 0.112 -0.47
H 0.444 1.795 2.062 0.34
H 0.469 1.413 -0.035 0.35
H 0.405 -1.485 0.974 0.34
H 1.765 -0.583 0.248 0.30
H -0.521 -1.829 -1.087 0.23
H 1.400 0.055 -2.040 0.12
H -1.971 1.570 0.145 0.35

=====

7.
14
Properties=species:S:1:pos:R:3:mulliken_charge:R:1 method="wB97M-V/def2-TZVPD" e_homo_ev=-9.49 orbital_gap_ha=0.375 largest_force_ev_per_a=3.55 lumo_ev=0.700 smiles="N[C@@H](C=O)CC=O"
O -0.827 -1.357 -2.112 -0.47
C -0.432 -0.240 -1.910 -0.14
C -0.228 0.377 -0.515 0.23
C -0.241 -0.720 0.574 -0.58
C -0.161 -0.220 2.036 0.01
O -0.899 0.593 2.507 -0.46
N 1.070 0.971 -0.609 -0.64
H -0.367 0.529 -2.699 0.33
H -1.199 0.962 -0.408 0.30
H 0.683 -1.231 0.427 0.31
H -1.126 -1.400 0.622 0.35
H 0.674 -0.707 2.609 0.29
H 1.959 0.565 -0.371 0.23
H 1.094 1.875 -0.151 0.23

=====

8.
14
Properties=species:S:1:pos:R:3:mulliken_charge:R:1 method="wB97M-V/def2-TZVPD" e_homo_ev=-8.53 orbital_gap_ha=0.328 largest_force_ev_per_a=0.72 lumo_ev=0.387
C -0.092 1.025 -1.633 -1.21
C 0.074 0.154 -0.427 0.76
N 1.079 -0.611 -0.230 -0.39
O 1.964 -0.518 -1.302 -0.43
C -1.068 0.387 0.545 -0.32
C -0.820 -0.688 2.033 -0.44
O -0.574 0.693 1.821 -0.26
H 0.066 0.463 -2.558 0.35
H -1.094 1.458 -1.622 0.42
H 0.657 1.821 -1.592 0.29
H 2.705 -1.082 -1.047 0.37
H -1.452 -0.992 1.102 0.27
H -1.534 -0.826 2.848 0.31
H 0.089 -1.284 2.064 0.28